124
Properties=species:S:1:pos:R:3:forces:R:3:mulliken_charge:R:1 method="wB97M-V/def2-TZVPD" charge=0 total_energy_ha=-4376.22916 largest_force_ev_per_a=0.95 gap_ha=0.256 homo_ha=-0.2461
H -2.42114 -4.48204 -0.36612 0.0 0.0 0.0 0.292
H 6.52113 0.65578 -4.18916 0.0 0.0 0.0 0.275
C 1.42973 -3.08968 1.02462 -0.1 0.0 -0.1 1.265
H 1.31523 -5.05342 -0.56334 0.0 0.0 0.0 0.348
H 2.18864 -1.71161 3.64817 0.0 0.0 0.0 0.221
N -3.19905 1.25724 -0.95199 0.0 0.1 -0.1 -0.334
C 6.43502 -1.43904 -3.54343 -0.1 0.0 0.1 -0.846
H 2.79810 -3.88570 -1.79119 0.0 0.0 0.0 0.315
N -0.82829 2.88154 0.53936 -0.1 0.3 -0.1 -0.236
Pb -0.82461 0.12982 -0.18521 0.3 0.4 -0.3 2.475
C -0.68411 -2.89733 5.92459 0.0 0.0 -0.1 -0.802
C 1.56606 2.74939 -2.86156 0.0 0.1 0.0 -0.306
C 0.60037 1.50956 5.07907 0.1 0.0 0.0 0.011
H -0.96108 3.72449 -1.35962 0.0 0.0 0.0 0.130
C 1.45929 2.06725 6.04803 0.0 0.0 0.1 -1.294
H 0.77253 -4.17176 6.84904 0.0 0.0 0.0 0.403
C -1.35929 -3.37634 -1.70199 -0.1 -0.1 0.1 0.639
C 3.64344 -0.65285 -1.15365 0.0 0.0 0.0 -1.044
C 2.67944 -3.46493 1.51374 -0.1 0.0 0.0 -0.669
H 6.35889 0.79163 3.40555 0.0 0.0 0.0 0.483
C 0.58606 -3.42678 6.08521 0.0 0.0 0.0 -0.762
H -0.43966 1.37720 5.34867 0.0 0.0 0.0 0.663
H -3.50633 0.56108 -1.62547 0.0 0.0 0.0 0.272
C -1.05200 -3.24987 -3.22842 0.1 -0.2 0.1 -0.529
H 3.57641 -3.03909 1.08128 0.0 -0.1 0.0 0.347
H -0.08303 -1.10899 -4.77784 0.1 0.0 0.0 0.373
H -1.13381 3.06934 1.48805 0.0 0.0 0.0 0.133
H -1.54028 2.43772 3.81058 0.0 0.0 0.0 0.503
O 0.91927 0.91253 -1.53275 -0.4 0.2 -0.2 0.859
H -4.77409 -0.93513 2.19024 0.0 0.0 0.0 0.441
C 1.09642 1.42908 -2.72449 -0.1 -0.2 0.0 -0.708
C 5.22748 1.93196 5.87682 -0.1 0.0 -0.1 -0.865
H -1.92001 -1.51203 4.86287 0.0 0.0 0.0 0.291
C 6.65849 0.07239 -3.27718 -0.1 0.0 0.0 -0.885
C 1.03195 1.04194 3.85574 0.0 0.0 -0.2 -0.085
C 1.37801 -2.03474 4.29148 -0.1 0.2 0.1 -0.597
C 3.26400 1.52614 4.57927 0.0 0.0 -0.1 1.184
C 1.61680 -2.99415 5.25984 0.0 0.2 0.2 -1.034
H 7.66224 0.28379 -2.90731 0.0 0.0 0.0 0.319
H 1.76621 3.30396 -1.94979 0.0 -0.1 0.0 0.421
C 4.48753 0.62489 2.32432 0.0 -0.1 -0.1 0.241
C 0.83135 0.69287 -3.91179 0.0 0.0 0.0 0.706
H -0.50387 -4.99382 3.07973 0.0 0.0 0.0 0.481
H -1.20760 4.88767 -0.05957 0.0 0.0 0.0 0.445
C -1.78890 0.42075 3.10234 0.0 0.0 -0.1 0.618
C 4.76936 -0.66627 -2.00893 -0.1 0.1 0.1 0.779
H 4.84828 -3.87414 -3.08921 0.0 0.0 0.0 0.521
C 5.28506 0.92697 3.45641 0.0 0.0 0.0 -1.380
H -0.69222 -3.32370 1.26555 0.0 0.0 0.0 0.071
H 1.72951 -5.72745 3.85816 0.0 0.1 0.0 0.415
C 4.53428 -2.96402 -2.59134 0.0 0.0 -0.1 -1.504
C 0.27273 -3.34173 -1.53125 0.2 0.6 -0.5 0.832
C 1.77230 3.31346 -4.10722 -0.1 0.0 0.0 -0.791
H -2.87639 2.71422 -2.40315 0.0 0.0 0.0 0.367
C -0.92440 -1.92522 4.95828 0.0 0.0 0.0 -0.724
H -5.57197 1.28999 2.96529 0.0 0.0 0.0 0.398
C 5.60386 0.44662 -2.26184 0.0 -0.1 0.0 0.347
H 0.77412 0.73295 -6.04827 0.0 0.0 0.0 0.444
H -1.58609 -4.62688 -4.89324 0.0 0.0 0.0 0.384
H 6.26482 -1.63982 -4.60158 0.0 0.0 0.0 0.282
C -1.42312 3.86150 -0.37756 -0.1 -0.1 0.1 -0.455
H -1.65232 -2.49516 -3.73397 0.0 0.0 0.0 0.732
H -3.35584 4.65252 -0.84962 0.0 0.0 0.0 0.400
H 2.61112 -3.41085 5.36681 0.0 0.0 0.0 0.494
C 5.36504 1.62338 -1.62173 0.1 0.1 0.0 -1.381
H -0.20166 -6.44855 -4.27487 0.0 0.0 0.0 0.398
C 2.80181 2.03285 5.80877 0.1 -0.1 0.0 0.224
H 4.00790 3.48931 6.83749 0.0 0.0 0.0 0.295
H 0.19072 2.95858 0.53324 0.0 -0.1 0.0 0.047
H -1.61572 -5.40636 -1.48784 0.0 0.0 0.0 0.344
H 5.95162 2.73376 5.73076 0.0 0.0 0.0 0.318
H 2.14273 4.33031 -4.17862 0.0 0.0 0.0 0.446
C 2.86357 -1.86898 -1.13893 -0.1 0.2 0.1 -0.369
H 1.63979 3.04236 -6.24361 0.0 0.0 0.0 0.400
C 2.42979 1.10575 3.52960 0.0 0.0 0.0 -1.618
S -2.29850 -1.94326 -1.09194 0.1 -0.2 -0.1 -0.494
C -2.24224 1.68064 3.48344 0.0 0.0 0.0 -1.426
P -0.04703 -0.10499 2.89402 0.3 -0.3 0.7 2.379
P 1.14493 -2.01370 -0.45398 0.1 -0.9 0.3 1.820
C 0.60150 -5.67824 -2.41173 0.0 0.0 -0.1 -0.593
C 1.48656 2.59754 -5.26856 0.0 0.0 0.0 -1.000
C 2.78401 -4.40691 2.53415 0.0 0.0 -0.1 -1.017
C 0.10679 -1.47684 4.13794 -0.1 0.1 0.0 1.294
H 1.04954 2.43837 6.98039 0.0 0.0 0.0 0.453
C -3.42045 2.61952 -1.46075 0.0 0.0 0.1 -0.756
H -3.73870 1.10580 -0.10287 0.0 0.0 0.0 0.036
S 2.19066 0.93791 0.73712 0.5 0.3 0.7 2.623
C 0.28865 -3.63060 1.62729 0.0 0.0 -0.1 0.353
H 5.74026 1.12124 6.39680 0.0 0.0 0.0 0.277
N -2.10942 -4.53860 -1.32532 0.1 0.1 0.0 -0.477
H 3.92130 1.93738 7.65515 0.0 0.0 0.0 0.312
H 1.03719 -6.65737 -2.23844 0.0 0.0 0.0 0.379
H 4.09691 2.57882 -0.15348 0.0 0.0 0.0 0.650
H 5.96872 2.50723 -1.79145 0.0 0.0 0.0 0.427
H -2.38302 -1.48390 2.28718 0.0 0.0 0.0 0.261
C 4.67481 1.44137 4.55689 0.0 0.0 0.0 0.084
C 4.30000 1.66546 -0.70078 0.1 0.1 0.0 0.196
C 3.35720 -2.96340 -1.81579 0.0 0.0 0.0 0.589
C 0.39138 -4.56964 2.64037 0.0 -0.1 -0.1 -0.950
C 1.00615 1.30467 -5.15460 0.0 0.0 0.1 -0.699
C 0.80072 -4.75193 -1.46799 -0.2 0.1 0.0 -1.736
N 0.63867 -1.46707 -2.88810 0.0 0.0 0.2 -0.232
C -2.72299 -0.50942 2.62881 0.0 0.0 0.0 -0.430
C 3.12207 0.74201 2.31329 -0.2 0.0 0.0 -0.415
C -0.20736 -5.56892 -3.63993 0.1 -0.1 0.0 -0.548
C -2.94092 3.70511 -0.49828 0.2 -0.2 -0.1 -0.573
C -4.51689 1.04744 2.99316 0.0 0.0 0.0 -0.736
N 0.33897 -2.80856 -2.92235 0.1 -0.2 0.0 -0.247
C 3.98278 2.41043 6.67455 0.0 0.0 -0.1 -0.813
H 4.99524 0.32703 1.41682 0.0 0.0 0.0 0.609
C 3.49050 0.59062 -0.44844 -0.2 -0.2 -0.2 -0.920
C -4.07449 -0.20310 2.57528 0.0 0.0 0.0 -0.847
C 0.40681 -0.71159 -3.88180 -0.1 0.0 -0.1 -0.876
H -1.49584 -3.23177 6.55958 0.0 0.0 0.0 0.444
C -0.98686 -4.54701 -3.99284 0.0 0.1 0.0 -1.367
C 1.64445 -4.97287 3.08563 0.0 -0.2 -0.2 -0.928
C 5.21173 -1.79294 -2.72923 0.0 0.0 0.0 0.330
O 2.05531 2.43768 0.78797 -0.1 -0.2 -0.1 -1.262
H -3.35890 3.51431 0.49872 -0.1 0.1 0.0 0.179
H 3.76480 -4.70860 2.88348 0.0 0.0 0.0 0.421
H 7.29269 -2.03754 -3.23280 0.0 0.0 0.0 0.254
H -4.48041 2.79167 -1.67506 0.0 0.0 -0.1 0.393
C -3.59820 1.98598 3.43976 0.0 0.0 0.0 -0.728
H -3.93820 2.96652 3.75114 0.0 0.0 0.0 0.432

---

128
Properties=species:S:1:pos:R:3:forces:R:3:mulliken_charge:R:1 method="wB97M-V/def2-TZVPD" charge=0 total_energy_ha=-10891.83392 largest_force_ev_per_a=0.80 gap_ha=0.218 homo_ha=-0.2945
C 0.54021 5.53364 -1.50174 0.0 0.0 0.0 -0.742
H -4.05060 -3.71700 3.07643 0.0 0.0 0.0 0.271
H 7.42528 -3.18500 2.70429 0.0 0.0 0.0 0.397
C -3.56024 3.30893 2.95263 0.0 0.0 0.0 0.076
C 1.82416 -4.83078 -0.68919 0.0 0.0 0.0 -1.051
C 4.50962 -2.07846 -2.58051 0.0 0.0 0.0 -1.788
C -2.02486 0.45919 -3.69975 0.0 0.0 0.1 1.084
H 5.46492 -4.69590 3.08340 0.0 0.0 0.0 0.526
H -0.42407 -3.58223 -2.83851 0.0 0.0 0.0 0.349
H -2.90107 -1.88578 4.03436 0.0 0.0 0.0 0.405
C 3.55557 -3.04625 -1.93030 0.0 0.0 0.0 1.573
H 3.29029 7.12009 -1.53721 0.0 0.0 0.0 0.395
H -2.04907 -1.64647 -4.17902 0.0 0.0 0.0 0.299
C -0.73892 -4.88019 3.30717 -0.1 -0.1 0.0 0.664
H -3.35381 4.80066 -4.31786 0.0 0.0 0.0 0.358
H -2.65847 5.27884 -0.60896 0.0 0.0 0.0 0.403
Cl -0.64638 -5.76057 1.82835 -0.1 0.0 0.1 -0.244
C -0.69418 0.80192 -3.99378 0.0 -0.1 -0.2 0.700
H 1.06507 3.51154 2.85436 0.0 0.0 0.0 0.109
H 3.04711 5.38786 0.74449 0.0 0.0 0.0 0.363
C -3.22743 -1.23053 3.23140 0.0 0.0 0.0 -0.601
H 7.01519 -0.73734 2.45445 0.0 0.0 0.0 0.421
C 0.57470 -0.72328 -5.43810 0.1 -0.1 0.0 -0.487
H 3.48965 -6.96082 0.11525 0.0 0.0 0.0 0.395
C 3.70271 -5.96720 0.51405 0.0 0.0 0.0 -1.500
C -0.36865 2.11157 -4.34452 0.0 0.0 -0.1 0.798
H -3.51005 -1.05469 -3.37908 0.0 0.0 0.0 0.528
H 1.58066 -2.14644 -6.69160 0.0 0.0 0.0 0.388
C 6.41938 -2.78865 2.75737 0.0 0.0 0.0 -0.370
H -4.01913 1.19075 -3.48153 0.0 0.0 0.0 0.353
H 3.18442 -3.68175 3.15374 0.0 0.0 0.0 0.378
C 1.03783 2.52282 -4.69201 0.0 0.0 0.0 -1.646
C -2.86072 0.11275 3.26846 0.1 0.0 0.0 1.079
H 4.17556 -1.04603 -2.45642 0.0 0.0 0.0 0.269
C -2.09950 0.62832 4.46169 -0.1 0.0 0.0 -1.492
Cl -2.56324 -6.68680 4.12447 0.0 0.0 0.0 -0.173
C -1.38918 4.17221 1.42864 0.0 0.0 0.0 -0.738
H -1.11904 4.08458 -4.67231 0.0 0.0 0.0 0.323
H 1.70962 1.66917 -4.76921 0.0 0.0 0.0 0.275
H 1.14622 -5.52114 -0.19432 0.1 0.1 -0.1 0.322
H -3.76722 5.36104 3.53912 0.0 0.0 0.0 0.433
C -1.89311 4.93677 -1.30596 0.1 0.0 -0.1 -1.435
H -1.49809 1.50259 4.22360 0.0 0.0 0.0 0.219
S 0.78175 1.93127 -1.04009 0.0 0.1 -0.1 -0.229
H 0.34388 5.81961 -2.53080 0.0 0.0 0.0 0.298
H -4.33142 3.85315 -3.19240 0.0 0.0 0.0 0.292
S -1.36575 -0.44214 -0.25452 -0.1 0.1 0.3 0.291
C 3.18510 -4.90200 -0.41292 0.0 0.0 0.0 0.590
H -3.69736 1.62053 -0.59929 0.0 0.0 0.0 0.032
C 2.96126 6.12944 -1.85737 0.0 0.0 0.0 -1.748
C -2.84303 2.38539 2.20083 0.0 0.0 0.0 -0.822
C -2.68801 2.76730 -4.06575 0.0 -0.1 0.0 0.349
H -2.11479 3.89485 -1.55134 0.0 0.0 0.0 -0.110
H -2.03229 -1.30572 -2.45437 -0.1 0.0 -0.2 -0.010
C 4.89407 -0.97014 2.70563 0.0 0.0 0.0 0.002
C 6.20218 -1.42904 2.61819 0.0 0.0 0.0 -0.648
H -0.63580 -4.80618 -1.57610 0.0 0.0 0.0 0.637
H 0.68004 5.17778 3.24872 0.0 0.0 0.0 0.277
C 0.30927 -0.30024 -4.13677 -0.2 0.1 -0.1 0.048
C 0.88744 -0.97910 -3.05882 -0.1 0.1 0.1 0.312
C -0.17775 -3.84573 -1.80984 0.0 0.0 0.0 -1.477
H 3.21618 -5.90170 1.48913 0.0 0.0 0.0 0.266
H 3.82141 5.46179 -1.79174 0.0 0.0 0.0 0.374
H -5.04888 -1.26830 0.39774 0.0 0.0 0.0 0.403
C 2.04855 5.29160 0.33032 0.0 0.0 0.0 -1.222
H 2.33920 4.72828 2.84167 0.0 0.0 0.0 0.445
C -2.99268 1.45343 -3.71664 0.0 0.1 0.0 -0.761
H -1.43704 -0.14142 4.85864 0.0 0.0 0.0 -0.084
C -2.42489 -0.96488 -3.41351 0.0 0.0 -0.1 -1.313
C -2.12667 5.07438 2.19142 0.0 0.0 0.0 0.005
C -0.50992 5.06238 -0.72157 0.0 0.0 0.0 1.342
C -0.89237 -3.41677 5.66532 0.0 0.0 0.0 -0.208
H -5.46304 -3.32466 2.09009 0.0 0.0 0.0 0.400
H 0.12106 -0.18205 -6.25949 0.0 0.0 0.0 0.525
Ge 0.61376 -0.28694 -1.25554 0.2 0.0 0.1 -0.799
C -1.67884 -4.55305 5.51801 0.0 0.0 -0.1 0.449
H 4.59662 -2.25786 -3.65364 0.0 0.0 0.0 0.338
C -4.52354 1.34909 0.06498 0.0 0.0 0.0 -1.437
C -4.00436 -1.74677 2.20749 0.0 0.0 0.0 0.526
H -5.27661 0.84384 -0.53908 0.0 0.0 0.0 0.492
C 1.82871 5.63448 -0.99967 0.0 0.0 0.0 0.612
Cl -0.96757 -2.48541 7.11294 0.0 0.0 0.0 -0.162
H -1.97736 5.51884 -2.22665 0.0 -0.1 0.1 0.523
H -1.84647 6.12109 2.17565 0.0 0.0 0.0 0.540
H 2.49371 -3.42153 -4.76459 0.0 0.0 0.0 0.581
H 1.43309 3.18649 -3.92134 0.0 0.1 0.1 0.094
O 0.83594 -3.36369 2.44787 0.6 0.1 -0.3 -1.076
H 1.06191 3.06262 -5.64091 0.0 0.0 0.0 0.496
H 5.09593 -4.02178 -0.81108 0.0 0.0 0.0 0.321
C -4.42948 -0.88327 1.20155 0.0 0.0 0.0 -0.853
H -0.64402 -3.10099 -1.15397 0.0 0.0 0.0 0.001
C -3.20275 4.64819 2.95160 0.0 0.0 0.0 -1.101
C -4.38195 -3.20226 2.17491 0.0 0.0 0.0 -1.500
C 1.66366 -2.11835 -3.29119 0.1 -0.2 -0.1 -0.141
H -4.47868 3.58565 -4.92506 0.0 0.0 0.0 0.473
C 1.90536 -2.52649 -4.60241 0.0 0.1 -0.1 -0.302
S 2.12120 -1.22853 0.12045 -0.2 0.0 0.1 -0.427
C -0.25752 4.68816 0.60171 0.0 0.0 0.0 0.455
S 0.64298 0.93618 2.42036 0.5 0.1 -0.1 -0.649
H -4.40091 2.96466 3.54294 0.0 0.0 0.0 0.530
H 4.78035 -5.88534 0.65226 0.0 0.0 0.0 0.335
C -1.75143 2.82010 1.43298 0.0 -0.1 0.1 -0.206
C -3.76890 3.81149 -4.12696 0.0 0.0 0.0 -1.750
I 4.52704 1.08213 2.53237 0.0 0.0 0.0 0.182
C 4.07201 -3.07270 3.01671 0.0 0.0 0.0 -0.099
H 2.66276 6.19729 -2.90305 0.0 0.0 0.0 0.346
H -3.92614 -3.70075 1.31716 0.0 0.0 0.0 0.270
H -4.94989 2.27815 0.44734 0.0 0.0 0.0 0.340
C 1.29193 4.54617 2.60159 0.0 0.0 0.0 -1.465
C -0.04516 -3.02866 4.63821 0.0 0.0 0.0 0.640
H 5.50188 -2.16808 -2.14022 0.0 0.0 0.0 0.436
C -1.37596 3.07052 -4.38463 0.0 0.0 0.1 -0.599
C -3.25231 0.94858 2.21859 0.0 0.0 0.1 0.795
Ge -0.58660 1.45633 0.64853 -0.1 0.1 0.0 -0.125
N 3.85285 -1.75928 2.89715 0.1 -0.1 0.0 -0.093
C 2.18535 -3.01057 -2.21124 0.0 0.0 -0.2 0.124
C 1.02329 4.83925 1.14974 0.0 0.0 -0.1 1.606
C 1.38406 -1.82240 -5.67773 0.0 0.0 0.2 -1.257
C 0.07190 -3.72749 3.41828 -0.2 0.2 0.1 -1.058
Cl 0.95379 -1.60869 4.81838 -0.1 -0.1 -0.1 -0.159
C 1.30785 -3.90097 -1.57644 0.0 -0.1 0.0 1.080
Cl -2.73919 -5.05217 6.78038 0.0 0.0 0.0 -0.204
C 4.03290 -3.99168 -1.02716 0.0 0.0 0.0 -0.841
H -2.79341 0.91142 5.25810 0.0 0.0 0.0 0.447
C -1.58787 -5.28242 4.32662 0.0 0.0 0.0 0.023
C -4.06145 0.45357 1.18409 0.0 0.0 0.0 1.039
Au 1.28053 -1.22981 2.23737 -0.7 -0.1 0.4 2.906
C 5.33628 -3.62943 2.96599 0.0 0.0 0.0 -0.845